Entry 1:
A 2-piece molecular cluster, C11H15N overall at a distorted geometry, computed with the ωB97M-V functional and the def2-TZVPD basis.

```
! RIJCOSX wB97M-V def2-TZVPD def2/J DEFGRID3
* xyz 0 1
C -0.34126 -3.27424 -0.07951
C -1.87844 -3.55728 0.10074
H -0.23006 -2.72865 -0.90088
H 0.11636 -2.92949 0.73165
H 0.28426 -4.16776 -0.30520
H -2.06655 -3.51112 1.25546
H -2.10311 -4.47696 -0.26253
H -2.62430 -2.81812 -0.30056
C -1.72824 3.00238 0.40504
C 0.05714 1.12619 -0.27407
C -0.78641 1.96488 0.65980
C 0.85028 0.23036 0.54878
C -0.28153 1.65520 1.89498
C -0.01074 0.85280 -1.66979
C 0.87353 0.06600 -2.34575
C 1.79616 -0.64122 -1.39277
C 1.76446 -0.61521 -0.05062
N 0.64424 0.65615 1.91295
H -0.75047 1.42318 -2.16103
H 0.92506 -0.02122 -3.37534
H 2.57881 -1.25582 -1.84368
H -1.62260 3.66260 -0.38010
H -1.57506 3.62081 1.35567
H -0.73147 2.02673 2.89589
H 1.61422 0.57246 2.30476
H 2.43810 -1.35201 0.45818
H -2.65268 2.50317 0.35603
*
```

As for the total energy: -482.8068 a.u. As for the energy above the lowest of the compared OMol25 structures with the same formula, charge and spin: 2.948 eV. The SMILES is Cc1c[nH]c2ccccc12.CC.


Entry 2:
A 13-piece molecular cluster, C6H36NO13 overall at a distorted geometry, computed with the ωB97M-V functional and the def2-TZVPD basis.

```
! RIJCOSX wB97M-V def2-TZVPD def2/J DEFGRID3
* xyz 1 1
C -1.10305 -3.10655 -0.29313
O -2.29920 -2.61143 0.16612
C -0.10587 -3.19246 0.87020
C -0.34294 -2.13451 1.94264
C -0.22373 -0.79986 1.43388
C 0.42631 0.25253 1.92316
N 0.27955 1.54969 1.18109
C 0.52730 2.66524 1.71283
H -1.30226 -3.94220 -0.95044
H -0.84057 -2.32898 -1.07393
H -2.76493 -3.41717 0.41112
H 0.90360 -2.97520 0.37859
H -0.20803 -4.30677 1.33254
H -1.49032 -2.11138 2.23668
H 0.24488 -2.31191 2.87736
H -1.09747 -0.49373 0.66077
H 1.14498 0.35443 2.68786
H 0.00786 1.53718 0.20333
H 0.55532 3.44575 1.05883
H 0.71751 2.74990 2.82600
H 0.49243 -0.27401 -1.69599
H 1.94793 -0.84193 -2.25930
O 1.14244 -0.97476 -1.80349
H -2.03062 3.69941 1.58895
H -2.63815 2.24641 1.68207
O -1.89901 2.81471 2.03009
H -2.76989 -1.14868 -0.53268
H -3.57143 0.34077 -0.49436
O -2.75615 -0.16210 -0.80794
H -0.19161 2.00515 -2.79455
H 0.33818 3.33327 -3.33928
O 0.40265 2.66403 -2.60483
H 3.72521 -1.13680 2.51331
H 2.88040 -1.11807 1.07467
O 2.83601 -0.89394 2.08767
H -1.66738 0.40737 -1.80542
H -1.25637 -0.37221 -3.04312
O -0.99688 0.38008 -2.53121
H -0.43938 -3.51536 -3.72088
H 0.30194 -2.41648 -2.87083
O -0.59536 -2.74845 -3.09749
H 3.83277 -1.49947 -1.03031
H 2.28825 -1.59028 -0.59881
O 3.18326 -2.00319 -0.44961
H 3.79843 2.14828 1.95085
H 2.97768 0.85263 2.21320
O 2.90726 1.86893 2.01212
H -0.43755 4.56931 -0.45490
H -0.67201 3.21205 -1.23124
O -0.89210 3.75215 -0.52851
H -4.13052 0.74609 1.84950
H -4.53285 1.98767 1.21940
O -3.90891 1.29239 1.17378
H 3.00250 1.49418 -2.41118
H 3.00440 1.21319 -1.03667
O 3.29546 0.84509 -1.83855
*
```

As for the total energy: -1282.7466 a.u. As for the energy above the lowest of the compared OMol25 structures with the same formula, charge and spin: 4.833 eV.


Entry 3:
C18H36F6NaO18P as an isolated structure at a distorted geometry, computed with the ωB97M-V functional and the def2-TZVPD basis.

```
! RIJCOSX wB97M-V def2-TZVPD def2/J DEFGRID3
* xyz 0 1
Na 1.00094 -0.03154 0.20957
P 6.41348 2.03021 3.18589
F 5.74601 3.46307 3.62839
F 4.96135 1.32374 3.39084
F 5.92511 2.30395 1.71719
F 7.08141 0.61673 2.73421
F 7.79224 2.82387 2.95782
F 6.79816 1.70488 4.77584
C -8.32707 -4.05481 -0.26492
O -7.13847 -3.52365 -0.91685
C -7.08561 -2.17545 -1.11524
O -7.94478 -1.31744 -0.90193
O -5.89895 -1.94611 -1.52005
C -5.45403 -0.60421 -1.71211
H -9.22475 -3.72488 -0.78782
H -8.35353 -3.63405 0.74025
H -8.23258 -5.13766 -0.18366
H -6.19502 0.10816 -2.07483
H -4.63792 -0.51279 -2.42884
H -5.00897 -0.25634 -0.77991
C -1.39644 4.47323 5.46799
O -2.51709 3.70952 5.85268
C -2.86037 2.62563 5.25294
O -2.19299 1.96628 4.40844
O -4.08624 2.34672 5.67117
C -4.93605 1.33875 5.10687
H -1.64077 5.10876 4.61682
H -0.42947 4.01019 5.27141
H -1.19849 5.18074 6.27319
H -4.65674 1.22340 4.05960
H -5.97223 1.67052 5.17290
H -4.85686 0.34771 5.55372
C 6.51866 0.72001 -5.06670
O 5.80293 1.80757 -5.59961
C 4.39926 1.80562 -5.59179
O 3.75694 1.06442 -4.86663
O 3.90717 2.70516 -6.43442
C 2.56138 3.24297 -6.33573
H 6.21031 0.25706 -4.12930
H 7.56020 1.03061 -4.98409
H 6.49000 -0.14245 -5.73261
H 1.72848 2.81032 -6.88997
H 2.46840 4.26751 -6.69595
H 2.35423 3.19892 -5.26649
C -1.25730 -4.83476 -5.72510
O 0.08167 -5.38277 -5.60039
C 0.79598 -5.15842 -4.51453
O 0.42557 -4.50775 -3.54124
O 1.91930 -5.85074 -4.68644
C 2.99077 -5.88245 -3.76577
H -1.72754 -5.28196 -6.60089
H -1.19502 -3.74681 -5.74903
H -1.97877 -5.17386 -4.98175
H 2.68003 -6.60413 -3.01032
H 3.16048 -4.86947 -3.40082
H 3.79862 -6.41596 -4.26663
C -1.41784 -5.50358 4.93872
O -0.10021 -5.76538 5.03486
C 0.82533 -5.10503 4.35257
O 0.65126 -4.21697 3.53609
O 2.06559 -5.50064 4.82620
C 3.26478 -4.77790 4.45362
H -1.98442 -6.05782 5.68700
H -1.97227 -5.57407 4.00291
H -1.58951 -4.51563 5.36604
H 3.28239 -4.21370 3.52117
H 4.00232 -5.53196 4.17881
H 3.62496 -4.17958 5.29051
C 2.38736 6.92984 -0.82569
O 1.00091 7.34906 -0.87375
C 0.01144 6.52466 -0.57030
O 0.18418 5.36517 -0.27333
O -1.09639 7.22082 -0.51904
C -2.34737 6.72267 -0.00608
H 2.66689 6.27691 -1.65251
H 2.61551 6.47075 0.13624
H 3.04888 7.79173 -0.91292
H -2.91771 7.56480 0.38586
H -2.24417 5.99787 0.80145
H -2.88697 6.21222 -0.80380
*
```

As for the total energy: -3164.7295 a.u.


Entry 4:
A 2-piece molecular cluster, C2H3I3O overall at a distorted geometry, computed with the ωB97M-V functional and the def2-TZVPD basis.

```
! RIJCOSX wB97M-V def2-TZVPD def2/J DEFGRID3
* xyz 0 1
C 0.64228 0.04918 0.19862
C 0.86103 -0.80959 -0.78770
O 0.30224 -0.14511 1.51592
I 0.92207 2.14516 0.01092
I -2.85998 0.97523 -0.29638
I 0.50722 -2.86390 -0.54150
H -1.66763 2.06185 -0.29675
H 0.85941 -0.35317 -1.73084
H 0.43336 -1.05966 1.92770
*
```

As for the total energy: -1046.2747 a.u. As for the energy above the lowest of the compared OMol25 structures with the same formula, charge and spin: 0.686 eV. The SMILES is O/C(I)=C\I.I.


Entry 5:
C13H16Br2N2O2Rh as an isolated structure at a distorted geometry, computed with the ωB97M-V functional and the def2-TZVPD basis.

```
! RIJCOSX wB97M-V def2-TZVPD def2/J DEFGRID3
* xyz 3 1
Rh -0.93227 -0.34281 -0.77260
O -1.74262 5.54284 0.90093
C -1.54156 4.27038 0.75766
C -1.23229 3.36437 1.79407
C -1.01908 2.04127 1.49881
N -1.10539 1.57179 0.24202
C -1.42413 2.43636 -0.72614
Br -1.52418 1.53465 -2.42603
C -1.64818 3.75993 -0.56387
H -1.67109 5.89772 1.80036
H -1.16002 3.69863 2.82085
H -0.77302 1.33232 2.27828
H -1.90298 4.42183 -1.38282
C 4.73221 -1.10711 0.11580
C 3.49122 -1.44413 -0.62786
C 3.46436 -2.36524 -1.68006
C 2.27930 -2.65723 -2.34479
C 1.14523 -2.00481 -1.93374
Br -0.57647 -2.28942 -2.68418
N 1.14430 -1.11934 -0.93869
C 2.27492 -0.83267 -0.29647
H 5.58022 -1.68882 -0.23459
H 4.61791 -1.26971 1.18986
H 4.97764 -0.04656 0.01759
H 4.37994 -2.85940 -1.98127
H 2.23530 -3.37187 -3.15731
H 2.22967 -0.11124 0.51050
C -1.90355 -2.06417 1.46350
C -3.25544 -1.79166 0.82851
O -3.01145 -1.26519 -0.49514
H -1.90817 -1.88171 2.53619
H -1.14569 -1.36430 1.01733
H -1.55068 -3.07779 1.28232
H -3.84241 -1.08417 1.41593
H -3.83950 -2.70940 0.74702
H -3.84206 -1.12335 -0.97198
*
```

As for the total energy: -6022.3856 a.u. As for the energy above the lowest of the compared OMol25 structures with the same formula, charge and spin: 1.894 eV.


Entry 6:
One molecule with the formula CH5BO at a distorted geometry, computed with the ωB97M-V functional and the def2-TZVPD basis.

```
! RIJCOSX wB97M-V def2-TZVPD def2/J DEFGRID3
* xyz 0 1
B 0.38689 0.48348 0.01223
C -0.88054 -0.40675 0.00358
O 1.71342 -0.24884 -0.00381
H 0.17212 1.60434 0.09637
H -1.37628 -0.21129 -0.89270
H -1.71585 -0.11607 0.67817
H -0.69781 -1.42203 0.18608
H 2.39805 0.31716 -0.07993
*
```

As for the total energy: -141.1985 a.u. As for the energy above the lowest of the compared OMol25 structures with the same formula, charge and spin: 0.828 eV. The SMILES is CBO.


Entry 7:
A 2-piece molecular cluster, C4H8O3 overall at a distorted geometry, computed with the ωB97M-V functional and the def2-TZVPD basis.

```
! RIJCOSX wB97M-V def2-TZVPD def2/J DEFGRID3
* xyz 0 1
C -2.06111 -0.64129 -1.36528
O -1.17547 -0.54732 -0.24159
C -0.29520 0.46796 -0.27745
O -0.16990 1.22713 -1.20710
C 0.47841 0.58218 1.05460
C 1.60313 -0.52580 0.87701
O 0.21118 1.84841 1.65205
H -2.66177 0.26912 -1.46122
H -2.70161 -1.49905 -1.15550
H -1.49450 -0.79622 -2.28642
H -0.10860 0.08254 1.84157
H 1.14698 -1.56689 0.88698
H 2.39334 -0.28650 1.75004
H 2.18194 -0.47509 -0.07496
H 2.65320 1.86081 0.00727
*
```

As for the total energy: -382.7000 a.u. As for the energy above the lowest of the compared OMol25 structures with the same formula, charge and spin: 7.206 eV.


Entry 8:
C35H46CoN4P2 as an isolated structure at a distorted geometry, computed with the ωB97M-V functional and the def2-TZVPD basis.

```
! RIJCOSX wB97M-V def2-TZVPD def2/J DEFGRID3
* xyz 2 2
Co 0.34054 -0.30412 -2.01719
C 2.43362 1.93654 -2.42245
C 1.51041 2.15843 -3.60995
N 0.33410 1.22037 -3.59487
C -0.96462 1.89768 -3.43760
C -2.03006 0.84256 -3.47137
N -1.72949 -0.21077 -2.46550
C -2.39756 -1.50827 -2.78386
C -1.89667 -2.62025 -1.88351
C -0.63201 -3.28969 -2.37998
N 0.41391 -2.29623 -2.74060
C 1.78153 -2.87725 -2.85360
C 2.83243 -1.82315 -2.52007
N 2.28861 -0.48281 -2.82054
C 3.21292 0.64144 -2.50986
H 1.83310 1.93042 -1.51466
H 3.13194 2.77155 -2.34396
H 2.05235 2.03167 -4.54957
H 1.15126 3.18497 -3.58799
H 0.30180 0.73903 -4.48618
H -1.13902 2.64162 -4.21599
H -0.96855 2.41450 -2.48023
H -2.05032 0.37226 -4.45419
H -3.00628 1.28820 -3.30319
H -2.11516 0.09218 -1.57401
H -3.47289 -1.40240 -2.66854
H -2.20814 -1.73801 -3.83633
H -2.66700 -3.38645 -1.78804
H -1.72474 -2.20354 -0.88505
H -0.83706 -3.94233 -3.23072
H -0.24706 -3.92112 -1.57837
H 0.16458 -1.94393 -3.66087
H 1.92286 -3.29582 -3.85047
H 1.88573 -3.69148 -2.14081
H 3.75064 -2.02673 -3.07151
H 3.06459 -1.84188 -1.46233
H 2.11553 -0.44952 -3.82048
H 3.98715 0.71133 -3.27531
H 3.70560 0.43455 -1.56032
C -0.41690 -0.89708 1.75809
P 0.57803 -0.29425 0.33893
C 0.83739 1.47006 0.68205
C 1.83427 2.02654 1.48259
C 1.95236 3.40947 1.58972
C 1.05253 4.24342 0.93976
C 0.01326 3.69596 0.19478
C -0.08179 2.32003 0.06217
C 2.07106 -1.31016 0.63424
C 3.33166 -0.90886 1.06660
C 4.31730 -1.85797 1.33445
C 4.06173 -3.20870 1.15710
C 2.81880 -3.61744 0.67979
C 1.83651 -2.67416 0.42417
P -2.23408 -0.49511 1.91941
C -2.31911 1.32194 2.10911
C -3.23908 2.00451 1.31892
C -3.47441 3.36548 1.51493
C -2.78626 4.04733 2.50689
C -1.84672 3.37770 3.29056
C -1.61793 2.02369 3.09605
C -2.45233 -1.05375 3.65432
C -1.82567 -2.21001 4.12053
C -1.97554 -2.61608 5.44208
C -2.77672 -1.88886 6.30629
C -3.44493 -0.76519 5.83949
C -3.29663 -0.35769 4.51904
H 0.15251 -0.61563 2.64837
H -0.39084 -1.98139 1.68429
H 2.50996 1.39967 2.04646
H 2.74960 3.83476 2.19042
H 1.14580 5.32037 1.03029
H -0.72166 4.34268 -0.27353
H -0.89947 1.89221 -0.50908
H 3.58139 0.13584 1.17744
H 5.28760 -1.53302 1.69453
H 4.82627 -3.94425 1.38398
H 2.61738 -4.67061 0.51616
H 0.86321 -3.00077 0.05845
H -3.80082 1.45982 0.56482
H -4.21357 3.88180 0.91224
H -2.98954 5.09837 2.68658
H -1.31244 3.91040 4.07110
H -0.91303 1.50173 3.73598
H -1.22414 -2.82069 3.45324
H -1.46973 -3.50901 5.79283
H -2.90640 -2.21188 7.33212
H -4.08897 -0.20089 6.50458
H -3.84846 0.50612 4.16675
*
```

As for the total energy: -3645.3208 a.u. As for the energy above the lowest of the compared OMol25 structures with the same formula, charge and spin: 0.730 eV.